46
Properties=species:S:1:pos:R:3 method="wB97M-V/def2-TZVPD" relative_energy_kj_mol=12.8 smiles="Nc1nc(SCC(=O)NC[C@H]2CCCO2)[nH]c(=O)c1NC(=O)c1ccco1" orbital_gap_ev=8.237 max_force_ev_per_a=1.34
N -0.38513 -0.38313 1.89494
C -0.24691 -1.19728 0.83125
N 1.00718 -1.72048 0.66370
C 1.27784 -2.42633 -0.38480
S 2.87371 -3.09371 -0.63586
C 3.76445 -2.57444 0.86566
C 4.31901 -1.15439 0.72247
O 5.48300 -0.94253 0.47225
N 3.38498 -0.20978 0.93739
C 3.62131 1.19055 0.69007
C 3.03646 1.63785 -0.66399
C 1.50190 1.48781 -0.72522
C 1.03844 2.82878 -1.29531
C 2.14139 3.75953 -0.79641
O 3.33179 3.00558 -0.89600
N 0.37119 -2.68781 -1.34997
C -0.94224 -2.21467 -1.28287
O -1.73433 -2.45311 -2.18006
C -1.24119 -1.44698 -0.10388
N -2.57095 -1.00281 -0.10369
C -3.36646 -0.46473 0.84370
O -3.03507 -0.20943 2.00055
C -4.72533 -0.19112 0.37108
C -5.79501 0.33690 1.05134
C -6.86257 0.37813 0.13132
C -6.37024 -0.12547 -1.03646
O -5.08500 -0.47123 -0.90502
H 0.32368 -0.44788 2.60684
H -1.35184 -0.17882 2.18021
H 3.07233 -2.66559 1.70007
H 4.59140 -3.27653 0.96169
H 2.42067 -0.52199 1.02705
H 3.17449 1.78230 1.49420
H 4.70069 1.35424 0.68032
H 3.52972 1.06150 -1.45743
H 1.19727 0.64524 -1.34300
H 1.09488 1.34947 0.27761
H 0.05112 3.12013 -0.94572
H 1.04081 2.80248 -2.38501
H 2.26968 4.65809 -1.40067
H 1.95760 4.05279 0.24791
H 0.62062 -3.24608 -2.15759
H -3.00893 -1.24194 -0.99367
H -5.79628 0.64775 2.07523
H -7.85674 0.73114 0.31148
H -6.82338 -0.28200 -1.99568

---

41
Properties=species:S:1:pos:R:3 method="wB97M-V/def2-TZVPD" orbital_gap_ev="3.880 / 5.396" s2=2.0318 max_force_ev_per_a=2.99 multiplicity=3 charge=-2
Au 0.35252 -2.22217 0.76101
C -1.06066 -1.94534 2.60760
C 0.04356 -0.94923 2.57659
C -0.59732 0.34494 2.36775
H 0.99787 -1.09028 3.02939
C -1.99481 0.16001 2.32992
C -2.28689 -1.22570 2.50971
H -3.29331 -1.63420 2.62755
H -0.92011 -2.96438 2.95000
H -0.07973 1.28736 2.32363
H -2.72088 0.94962 2.22484
C -0.36057 -2.34590 -1.37498
C -1.80568 -2.58403 -1.08108
C -2.52714 -1.41717 -1.37529
H -2.20293 -3.50429 -0.69516
C -1.61647 -0.43131 -1.92849
C -0.32290 -0.98568 -1.96813
H 0.56721 -0.49521 -2.32307
H 0.31250 -3.13230 -1.65629
H -3.59437 -1.27604 -1.30991
H -1.92413 0.52011 -2.32593
O 2.53131 -0.57293 1.08098
C 0.46685 3.37665 -1.18591
C 1.46484 2.78266 -0.43296
C -0.89276 3.30703 -0.45790
C 0.51682 2.82977 -2.64369
C 2.62222 0.61294 0.72026
H 1.60308 3.06726 0.58919
H 2.45828 2.68906 -0.83484
H 3.20103 1.22231 -0.08921
H 2.17656 1.44603 1.39963
H -1.62294 4.10819 -0.52194
H -0.63805 3.14186 0.58737
H -1.29308 2.32499 -0.70199
H 0.59494 3.50591 -3.49142
H -0.36337 2.19088 -2.75064
H 1.32719 2.11166 -2.60574
F 2.78565 -2.65368 -0.84379
C 2.39901 -3.15637 0.38319
F 2.29630 -4.49297 0.27140
F 3.40035 -2.90005 1.25835

---

48
Properties=species:S:1:pos:R:3 method="wB97M-V/def2-TZVPD" orbital_gap_ev=7.346 max_force_ev_per_a=0.82 charge=-1
Cd 0.44942 0.06861 0.08968
S 3.68960 -3.29913 0.33355
C 2.61371 -3.76704 -0.91158
C 1.60640 -2.86067 -1.06369
C 1.67076 -1.74177 -0.16950
C 2.76000 -1.87776 0.64350
C 3.13506 -0.90578 1.69035
C 4.21438 -1.09861 2.55251
C 4.49146 -0.14247 3.51038
C 3.68891 0.98477 3.59483
C 2.63265 1.09744 2.70501
N 2.36231 0.18331 1.77859
H 2.78194 -4.68118 -1.46157
H 0.82529 -2.98920 -1.80325
H 4.82221 -1.99026 2.46651
H 5.32442 -0.27968 4.18993
H 3.86079 1.75418 4.33508
H 1.95687 1.94196 2.73445
N 2.08449 3.69051 -2.47307
C 1.73590 2.90162 -1.40463
O 2.55689 2.17569 -0.87449
C 0.29735 2.99857 -0.94986
C -0.43824 1.66360 -1.11766
H 2.98507 3.53010 -2.88963
H 1.37849 4.16868 -2.99912
H -0.19238 3.82187 -1.48845
H 0.31998 3.26808 0.10849
H -0.46295 1.38600 -2.17671
H -1.46744 1.81996 -0.78840
O -2.40412 1.07192 1.60871
Cl -1.33849 1.09134 2.59364
O -1.85081 1.41211 3.89549
O -0.68263 -0.21388 2.60309
O -0.34391 2.08520 2.18457
O -1.70800 -1.68794 -0.44132
S -2.26232 -1.04330 -1.68210
C -3.46179 -2.24739 -2.34347
C -4.87834 -1.74266 -2.04756
C -4.75662 -0.86201 -0.80508
C -3.57320 0.04672 -1.09711
H -3.21651 -3.14915 -1.78070
H -3.25939 -2.42097 -3.40004
H -5.57409 -2.57142 -1.90712
H -5.24471 -1.14461 -2.88646
H -4.52111 -1.47340 0.06877
H -5.66776 -0.30344 -0.58940
H -3.15243 0.56947 -0.23773
H -3.78708 0.76202 -1.89744

---

49
Properties=species:S:1:pos:R:3 method="wB97M-V/def2-TZVPD" relative_energy_kj_mol=268.8 orbital_gap_ev="7.963 / 5.498" max_force_ev_per_a=0.62 charge=+1
Sn 0.88427 0.28624 1.74575
Cl -3.81648 -1.72633 2.86482
C -3.66463 -0.03560 2.93495
C -4.77769 0.76147 3.11958
C -4.65206 2.13640 3.17601
Cl -6.06268 3.07688 3.40099
C -3.37803 2.79102 3.06054
C -3.19886 4.18151 3.14337
C -1.93067 4.69374 3.03781
C -0.85860 3.81518 2.85223
N -1.00546 2.50661 2.76961
C -2.23738 2.00067 2.86608
C -2.33884 0.52887 2.77584
O -1.35345 -0.19371 2.58619
H -5.75396 0.30623 3.22072
H -4.05006 4.83087 3.29429
H -1.75257 5.75835 3.10350
H 0.15556 4.19270 2.76786
N 2.71121 -0.53360 0.19236
C 2.12689 -1.71429 -0.45790
C 3.11346 -2.59325 -1.23353
C 3.05297 -2.33717 -2.73845
C 1.96628 -3.20578 -3.37050
N 0.61892 -2.94843 -2.84660
C -0.19604 -1.98888 -3.24860
N 0.18610 -1.12481 -4.18819
N -1.42617 -1.89240 -2.73074
C 1.25851 -2.49994 0.53788
O 1.05430 -3.69016 0.36009
O 0.70142 -1.77734 1.46694
H 3.05656 0.15068 -0.47144
H 3.49428 -0.80397 0.78386
H 1.36649 -1.31623 -1.13364
H 2.86595 -3.64013 -1.04895
H 4.11762 -2.44212 -0.83284
H 3.98984 -2.59860 -3.23449
H 2.88178 -1.27245 -2.93777
H 2.16273 -4.24838 -3.12540
H 1.95515 -3.14916 -4.46098
H 0.31238 -3.52149 -2.07242
H 1.09725 -1.18145 -4.60425
H -0.45527 -0.44101 -4.54853
H -1.63132 -2.40278 -1.88625
H -1.91126 -1.01384 -2.81013
I 3.83453 3.04790 1.17197
C 2.81673 3.32791 -0.56099
H 3.21985 2.90784 -1.46827
H 1.97460 4.00002 -0.56185
I -0.52418 0.99219 -0.66053